A 8-piece molecular cluster, C5H26N2O8 overall, computed with ωB97M-V/def2-TZVPD.

## Properties
lowest unoccupied orbital energy: -0.0694 eV
HOMO: -9.19 eV
2S+1: 1
Kohn-Sham gap: 9.1 eV
structure (SMILES): N/C=N/CCCCO.O.O.O.O.O.O.O
DFT total energy: -24965.4641 eV
energy above the lowest of the compared OMol25 structures with the same formula, charge and spin: 3.565 eV

Cartesian coordinates (Å):
N (1.080, 0.759, 3.162)
C (1.185, -0.368, 2.362)
N (0.115, -1.087, 2.395)
C (-0.151, -2.043, 1.391)
C (-1.523, -1.759, 0.693)
C (-1.797, -0.213, 0.436)
C (-0.840, 0.299, -0.600)
O (-1.448, 1.127, -1.591)
H (0.219, 0.905, 3.649)
H (1.927, 1.130, 3.535)
H (2.111, -0.623, 1.885)
H (0.569, -2.345, 0.640)
H (-0.307, -2.969, 2.012)
H (-2.263, -2.173, 1.409)
H (-1.601, -2.257, -0.314)
H (-1.643, 0.234, 1.440)
H (-2.778, 0.064, 0.083)
H (0.142, 0.802, -0.382)
H (-0.427, -0.366, -1.400)
H (-1.584, 2.023, -1.269)
O (2.996, -1.359, -2.061)
H (2.294, -1.908, -2.445)
H (3.060, -1.727, -1.171)
O (-1.122, 3.641, -2.920)
H (-0.181, 3.786, -2.852)
H (-1.384, 2.804, -3.316)
O (-2.767, -0.792, 3.874)
H (-3.213, -1.064, 3.066)
H (-1.857, -0.720, 3.486)
O (0.571, -2.612, -2.200)
H (0.443, -3.012, -3.064)
H (0.109, -3.038, -1.481)
O (3.424, 1.589, 1.483)
H (2.526, 1.644, 1.140)
H (3.917, 1.576, 0.646)
O (-3.683, 2.406, -2.272)
H (-3.381, 1.505, -2.423)
H (-2.862, 2.930, -2.152)
O (3.488, 1.268, -1.288)
H (3.953, 0.579, -1.779)
H (2.685, 1.368, -1.808)

---

A 8-piece molecular cluster, C5H26N6O9 overall, computed with ωB97M-V/def2-TZVPD.

## Properties
lowest unoccupied orbital energy: 0.1186 eV
HOMO: -9.76 eV
2S+1: 1
Kohn-Sham gap: 9.9 eV
structure (SMILES): NC(N)=O.NC(N)=O.NC(N)=O.OCCO.O.O.O.O
DFT total energy: -32975.4122 eV
energy above the lowest of the compared OMol25 structures with the same formula, charge and spin: 0.108 eV

Cartesian coordinates (Å):
N (2.389, 0.760, 6.001)
C (2.020, 0.361, 7.189)
N (1.216, 1.243, 7.803)
O (2.337, -0.707, 7.656)
H (2.302, 1.746, 5.801)
H (3.036, 0.213, 5.452)
H (1.147, 2.200, 7.487)
H (1.040, 0.996, 8.766)
N (2.407, -1.772, -4.282)
C (3.477, -1.086, -4.689)
N (4.453, -1.943, -4.982)
O (3.604, 0.173, -4.773)
H (2.544, -2.703, -3.916)
H (1.506, -1.319, -4.348)
H (5.382, -1.552, -5.045)
H (4.344, -2.946, -4.935)
N (-4.143, -1.400, -5.270)
C (-3.703, -1.585, -4.075)
N (-4.393, -2.449, -3.442)
O (-2.777, -0.961, -3.620)
H (-5.066, -1.781, -5.417)
H (-3.755, -0.783, -5.970)
H (-5.256, -2.741, -3.877)
H (-4.164, -2.762, -2.509)
O (-3.175, 5.421, 0.712)
C (-2.849, 4.237, -0.052)
C (-1.474, 3.712, 0.284)
O (-0.451, 4.418, -0.330)
H (-2.670, 6.092, 0.248)
H (-3.481, 3.373, 0.153)
H (-2.906, 4.490, -1.111)
H (-1.308, 2.692, -0.063)
H (-1.249, 3.634, 1.347)
H (0.345, 3.881, -0.345)
O (1.244, -1.310, 0.199)
H (1.910, -0.635, 0.332)
H (0.856, -1.100, -0.650)
O (-3.670, -4.243, 1.062)
H (-3.424, -5.045, 1.523)
H (-3.039, -3.590, 1.363)
O (4.057, 1.773, -0.318)
H (4.086, 1.590, -1.257)
H (4.953, 1.620, -0.017)
O (0.443, -3.598, 4.075)
H (0.669, -3.255, 3.210)
H (1.188, -3.361, 4.628)

---

A 9-piece molecular cluster, C5H26NO10 overall, computed with ωB97M-V/def2-TZVPD.

## Properties
lowest unoccupied orbital energy: -2.2994 eV
HOMO: -13.44 eV
2S+1: 1
Kohn-Sham gap: 11.1 eV
DFT total energy: -27564.8769 eV
energy above the lowest of the compared OMol25 structures with the same formula, charge and spin: 1.678 eV
net charge: +1

Cartesian coordinates (Å):
O (1.110, -3.023, 1.341)
C (0.112, -2.434, 1.264)
O (0.076, -1.003, 1.591)
C (-1.432, -2.611, 1.002)
C (-2.353, -1.448, 1.129)
C (-2.575, -0.764, -0.140)
C (-3.513, -0.564, -1.012)
N (-1.303, -0.046, -0.489)
H (0.823, -0.482, 1.805)
H (-1.643, -3.463, 1.704)
H (-1.510, -3.094, -0.028)
H (-1.851, -0.871, 1.889)
H (-3.302, -1.667, 1.799)
H (-3.261, -0.036, -1.887)
H (-4.473, -0.759, -0.664)
H (-1.288, 0.343, -1.427)
H (-0.471, -0.692, -0.728)
H (-0.886, 0.504, 0.223)
H (2.168, 0.553, -0.285)
H (2.700, 0.404, 1.134)
O (2.107, 0.906, 0.576)
H (-0.078, 2.178, -2.722)
H (-0.626, 1.593, -4.177)
O (-0.451, 1.389, -3.193)
H (1.978, -2.802, -3.630)
H (2.056, -1.296, -4.210)
O (1.678, -1.875, -3.602)
H (2.946, -0.249, 3.847)
H (2.742, -1.357, 2.717)
O (2.501, -0.523, 3.026)
H (1.515, -0.628, -2.475)
H (0.813, 0.693, -2.220)
O (1.100, -0.146, -1.774)
H (0.484, 2.938, -1.113)
H (1.607, 3.436, -2.035)
O (0.728, 3.225, -2.019)
H (0.733, 1.734, 0.580)
H (-0.326, 2.640, 1.158)
O (-0.059, 2.181, 0.318)
H (1.108, 2.770, 4.102)
H (0.071, 2.005, 4.747)
O (0.244, 2.340, 3.879)

---

A 8-piece molecular cluster, C5H26NO7 overall, computed with ωB97M-V/def2-TZVPD.

## Properties
lowest unoccupied orbital energy: -2.4145 eV
HOMO: -12.75 eV
2S+1: 1
Kohn-Sham gap: 10.3 eV
DFT total energy: -21424.8991 eV
energy above the lowest of the compared OMol25 structures with the same formula, charge and spin: 0.000 eV
net charge: +1

Cartesian coordinates (Å):
C (1.326, 0.345, 0.649)
C (0.436, -0.606, -0.131)
C (-1.056, -0.288, -0.004)
C (-1.987, -0.832, -1.051)
C (-1.749, -1.802, -1.925)
N (0.702, -1.966, 0.445)
H (1.035, 0.479, 1.686)
H (2.373, 0.039, 0.594)
H (1.313, 1.342, 0.214)
H (0.748, -0.606, -1.169)
H (-1.154, 0.798, -0.014)
H (-1.456, -0.575, 0.978)
H (-2.952, -0.320, -1.076)
H (-2.531, -2.161, -2.590)
H (-0.839, -2.384, -2.013)
H (0.278, -2.687, -0.137)
H (0.346, -2.044, 1.418)
H (1.708, -2.193, 0.456)
H (-0.606, -0.404, 3.156)
H (-0.684, -1.721, 3.882)
O (-0.285, -1.352, 3.093)
H (-1.149, 1.682, 4.072)
H (-1.209, 1.970, 2.543)
O (-1.239, 1.240, 3.215)
H (-0.425, 3.141, -1.799)
H (-0.054, 4.597, -1.284)
O (-0.350, 3.721, -1.013)
H (-1.446, 1.855, -3.285)
H (-0.559, 2.837, -4.060)
O (-0.562, 2.255, -3.293)
H (1.381, -1.982, -2.677)
H (1.778, -3.488, -2.647)
O (1.432, -2.765, -2.110)
H (4.036, -2.468, 1.407)
H (4.127, -2.445, -0.164)
O (3.573, -2.236, 0.606)
H (-0.968, 3.549, 0.690)
H (-2.036, 4.048, 1.716)
O (-1.294, 3.429, 1.619)

---

C5H26O12 as an isolated structure, computed with ωB97M-V/def2-TZVPD.

## Properties
lowest unoccupied orbital energy: 5.4789 eV
HOMO: -3.39 eV
2S+1: 1
Kohn-Sham gap: 8.9 eV
DFT total energy: -30177.9501 eV
energy above the lowest of the compared OMol25 structures with the same formula, charge and spin: 0.899 eV
net charge: -2

Cartesian coordinates (Å):
O (1.243, -0.045, 1.741)
C (1.468, -0.723, 0.743)
O (1.890, -1.945, 0.755)
C (1.186, -0.160, -0.629)
C (-0.326, 0.125, -0.774)
C (-0.796, 0.263, -2.231)
C (-2.180, 0.964, -2.352)
O (-2.402, 2.118, -1.550)
H (1.680, 0.778, -0.811)
H (1.431, -0.779, -1.477)
H (-0.906, -0.686, -0.334)
H (-0.552, 1.003, -0.178)
H (-0.899, -0.782, -2.540)
H (-0.104, 0.888, -2.812)
H (-2.222, 1.295, -3.395)
H (-3.026, 0.314, -2.097)
H (1.208, 3.144, 1.076)
H (0.362, 3.553, -0.274)
O (0.641, 3.794, 0.653)
H (-1.781, -2.969, 1.717)
H (-1.619, -2.090, 0.559)
O (-1.681, -3.041, 0.783)
H (1.290, -2.884, 3.049)
H (0.692, -3.866, 2.110)
O (0.571, -3.573, 3.038)
H (2.470, -0.832, 3.226)
H (2.582, -2.019, 2.374)
O (2.690, -1.760, 3.304)
H (1.361, -3.265, -0.256)
H (-0.103, -3.730, 0.011)
O (0.710, -3.915, -0.524)
H (1.389, 3.001, -2.977)
H (2.639, 3.021, -2.200)
O (2.354, 2.733, -3.028)
H (-1.695, 2.821, -1.687)
H (-0.037, 4.248, -1.993)
O (-0.037, 3.293, -1.815)
H (-1.580, -1.173, 2.397)
H (-0.813, -2.423, 2.839)
O (-1.720, -2.097, 2.549)
H (-1.274, 2.678, 1.609)
H (-1.962, 2.360, 0.229)
O (-2.142, 2.362, 1.175)

---

A 9-piece molecular cluster, C5H26O9 overall, computed with ωB97M-V/def2-TZVPD.

## Properties
lowest unoccupied orbital energy: 0.2653 eV
HOMO: -10.07 eV
2S+1: 1
Kohn-Sham gap: 10.3 eV
structure (SMILES): CC(C)CC=O.O.O.O.O.O.O.O.O
DFT total energy: -24033.8283 eV
energy above the lowest of the compared OMol25 structures with the same formula, charge and spin: 1.717 eV

Cartesian coordinates (Å):
C (0.946, -1.937, 0.142)
C (1.296, -1.699, -1.305)
C (0.235, -2.412, -2.201)
C (1.327, -0.171, -1.502)
C (2.707, 0.399, -1.653)
O (2.852, 1.600, -1.705)
H (1.535, -1.343, 0.806)
H (0.891, -3.020, 0.261)
H (-0.107, -1.685, 0.400)
H (2.256, -2.192, -1.585)
H (-0.228, -1.756, -2.976)
H (0.714, -3.216, -2.817)
H (-0.629, -2.797, -1.665)
H (0.821, 0.544, -0.831)
H (0.735, -0.009, -2.417)
H (3.584, -0.280, -1.558)
O (-2.299, -2.116, 2.207)
H (-1.737, -1.333, 2.419)
H (-1.607, -2.772, 2.390)
O (-0.843, 2.150, -1.727)
H (-1.199, 3.042, -1.627)
H (-1.596, 1.653, -1.327)
O (1.445, -1.291, 3.513)
H (1.952, -1.886, 2.930)
H (0.678, -1.301, 2.914)
O (-0.645, 2.314, 1.212)
H (-1.198, 2.306, 0.422)
H (0.225, 2.697, 1.018)
O (1.693, 3.353, -0.240)
H (2.644, 3.318, -0.087)
H (1.438, 2.852, -1.020)
O (-3.051, -1.775, -0.363)
H (-2.568, -1.577, 0.467)
H (-3.287, -2.700, -0.254)
O (-0.643, 0.093, 2.530)
H (0.118, 0.188, 3.111)
H (-0.702, 0.977, 2.033)
O (-2.985, 1.054, -0.474)
H (-3.681, 1.720, -0.526)
H (-3.004, 0.403, -1.185)